{
  "formula": "C33H36ClFN7O7PtS",
  "method": "ωB97M-V/def2-TZVPD",
  "e_homo_ev": -8.999,
  "orbital_gap_ev": 5.5,
  "charge": 1,
  "elements": ["Pt", "F", "C", "C", "C", "C", "O", "C", "C", "N", "C", "C", "C", "C", "C", "C", "N", "C", "C", "N", "C", "C", "C", "O", "O", "H", "H", "H", "H", "H", "H", "H", "H", "H", "H", "H", "H", "H", "H", "H", "H", "H", "H", "O", "C", "O", "C", "C", "Cl", "N", "N", "C", "C", "O", "O", "C", "C", "C", "C", "C", "C", "H", "H", "H", "H", "H", "H", "C", "N", "C", "C", "S", "N", "C", "C", "H", "H", "H", "H", "H", "H", "H", "H", "H", "H", "H", "H"],
  "xyz": [[0.03398, 0.10923, -0.39875], [-5.53239, 3.63544, 0.92868], [-5.36146, 2.29663, 0.97720], [-4.19043, 1.77005, 0.52796], [-3.98596, 0.39047, 0.53455], [-2.74115, -0.17972, -0.00302], [-1.91843, 0.61185, -0.52745], [-2.58792, -1.57367, 0.08836], [-3.61944, -2.30195, 0.60263], [-4.77318, -1.80423, 1.07805], [-5.81371, -2.72107, 1.51811], [-5.42193, -3.89924, 2.34259], [-6.17181, -2.76666, 2.97477], [-4.98936, -0.43184, 1.04094], [-6.18138, 0.13014, 1.51070], [-6.39706, 1.48840, 1.47635], [-7.63033, 1.99265, 1.99028], [-7.81366, 3.43429, 2.22103], [-9.16312, 3.62933, 2.94169], [-9.50000, 2.33116, 3.63989], [-9.87205, 1.28420, 2.60865], [-8.86602, 1.40910, 1.45608], [-1.39984, -2.39298, -0.38479], [-1.47846, -3.59880, -0.24571], [-0.42729, -1.75400, -0.94863], [-3.41134, 2.41941, 0.14615], [-3.49951, -3.37754, 0.63470], [-6.60832, -2.85529, 0.79692], [-4.37762, -4.01313, 2.60549], [-5.94201, -4.82635, 2.14902], [-5.61396, -2.12126, 3.64204], [-7.21208, -2.91141, 3.23547], [-6.93209, -0.51548, 1.94662], [-7.82388, 4.02482, 1.30576], [-7.00571, 3.79777, 2.84678], [-9.98142, 3.82908, 2.25739], [-9.12056, 4.42516, 3.67901], [-10.22354, 2.44065, 4.34441], [-8.64855, 2.00348, 4.09552], [-10.89350, 1.47630, 2.29043], [-9.82479, 0.31978, 3.10760], [-9.27324, 2.03574, 0.65414], [-8.68488, 0.42896, 1.03380], [4.24075, -1.14015, 3.53583], [4.72047, -1.18442, 2.31650], [5.88122, -1.42071, 2.08727], [3.75111, -0.92657, 1.18142], [4.10404, -0.94875, -0.14381], [5.65229, -1.30130, -0.73425], [3.02557, -0.66931, -0.93461], [1.95194, -0.47039, -0.08735], [2.38381, -0.61537, 1.17137], [1.41735, -0.38240, 2.34085], [1.88604, -0.51836, 3.49323], [0.26913, -0.06327, 2.01077], [2.93844, -0.54803, -2.41831], [1.72830, -0.24201, -3.01381], [1.61338, -0.12016, -4.38903], [2.71188, -0.29923, -5.21192], [3.92527, -0.60344, -4.62343], [4.04850, -0.72963, -3.24472], [3.24490, -0.90545, 3.54141], [0.86604, -0.10691, -2.39839], [0.64167, 0.11019, -4.81144], [2.62380, -0.21182, -6.28904], [4.80714, -0.75158, -5.23653], [5.01171, -0.96854, -2.85193], [-1.35147, 5.14965, -1.12950], [-0.32408, 4.10168, -1.17923], [-0.30251, 3.33994, -2.43414], [0.38967, 3.71736, -0.10818], [1.22683, 2.23394, -0.03624], [0.45889, 4.57237, 0.94577], [0.82262, 4.08229, 2.28677], [0.83333, 5.97396, 0.73389], [-2.21533, 4.80342, -1.69717], [-1.01153, 6.08432, -1.57348], [-1.65532, 5.33271, -0.10218], [-0.31322, 4.04107, -3.26911], [-1.17909, 2.69220, -2.49985], [0.58831, 2.72470, -2.48517], [0.38671, 3.10703, 2.47665], [0.43661, 4.80466, 3.00753], [1.90537, 4.00077, 2.40736], [0.76267, 6.24670, -0.31160], [1.86922, 6.11285, 1.04790], [0.20122, 6.63844, 1.32021]]
}

***

{
  "formula": "C33H36I2MoN5OP2Se",
  "method": "ωB97M-V/def2-TZVPD",
  "e_homo_ev": [-15.853, -15.854],
  "s_squared": 2.17,
  "spin_multiplicity": 3,
  "orbital_gap_ev": [5.4, 4.8],
  "charge": 3,
  "elements": ["Mo", "I", "C", "C", "C", "I", "C", "C", "C", "C", "N", "C", "C", "O", "H", "H", "H", "H", "C", "P", "C", "N", "C", "C", "C", "C", "C", "C", "N", "C", "P", "C", "C", "C", "C", "C", "C", "C", "C", "C", "H", "H", "H", "H", "H", "H", "H", "H", "H", "H", "H", "H", "H", "H", "H", "H", "H", "H", "H", "H", "H", "H", "H", "H", "H", "H", "H", "H", "Se", "N", "C", "C", "C", "C", "C", "C", "N", "H", "H", "H", "H"],
  "xyz": [[0.87924, 0.37764, -0.79586], [0.19717, -2.03512, -5.46396], [1.78007, -2.16698, -4.17778], [2.89246, -2.93926, -4.46845], [3.98329, -3.03853, -3.59573], [5.55380, -4.17834, -4.16270], [3.98250, -2.33383, -2.32705], [5.00287, -2.37878, -1.36118], [4.86552, -1.65192, -0.20212], [3.71696, -0.88654, 0.00094], [2.73339, -0.84081, -0.89178], [2.87207, -1.55100, -2.03764], [1.74987, -1.44836, -2.95188], [0.77541, -0.71640, -2.57696], [2.92249, -3.48114, -5.40442], [5.88849, -2.97790, -1.52946], [5.63398, -1.66700, 0.55786], [3.58555, -0.30445, 0.90386], [-2.34307, 1.06929, -2.46979], [-1.50979, 1.27265, -0.87199], [-2.44623, 0.27934, 0.35572], [-3.59330, 0.76639, 0.76063], [-4.24979, 0.09095, 1.73406], [-5.49419, 0.58136, 2.19883], [-6.12987, -0.08166, 3.20334], [-5.56249, -1.24894, 3.78639], [-4.37122, -1.74600, 3.35270], [-3.69233, -1.08133, 2.30357], [-2.52729, -1.59349, 1.83427], [-1.92771, -0.93391, 0.87418], [-0.49535, -1.69494, 0.02360], [-1.29807, -2.55195, -1.37001], [0.22860, -3.02912, 1.08773], [-0.79088, -4.16187, 1.27658], [1.46697, -3.60983, 0.38944], [0.61914, -2.40350, 2.43034], [-1.73083, 3.07216, -0.39513], [-3.13230, 3.55482, -0.80472], [-0.70165, 3.91565, -1.14620], [-1.52603, 3.21153, 1.11549], [-3.41606, 1.18018, -2.31296], [-2.13696, 0.09268, -2.90369], [-1.99940, 1.83445, -3.16639], [-5.91004, 1.47125, 1.74738], [-7.08151, 0.27948, 3.56934], [-6.09451, -1.74850, 4.58479], [-3.93420, -2.63812, 3.77893], [-2.22210, -3.00144, -1.00696], [-0.64998, -3.34088, -1.75352], [-1.51381, -1.86924, -2.18780], [-0.96692, -4.71014, 0.35065], [-1.73820, -3.81254, 1.67597], [-0.36011, -4.86695, 1.99096], [1.30775, -3.80539, -0.67474], [1.69516, -4.57155, 0.85148], [2.34152, -2.97596, 0.51375], [-0.25732, -2.16276, 3.03040], [1.21191, -1.49115, 2.30190], [1.23008, -3.11487, 2.98897], [-3.22163, 3.66329, -1.88557], [-3.26774, 4.54704, -0.36873], [-3.92723, 2.91590, -0.43545], [-0.74918, 3.77594, -2.22846], [0.31465, 3.72493, -0.80022], [-0.91692, 4.96783, -0.95178], [-2.37346, 2.81712, 1.67271], [-1.43482, 4.27317, 1.35231], [-0.61932, 2.71275, 1.46724], [1.84888, 2.00072, -2.47187], [1.52901, 1.54542, 0.34089], [2.29706, 2.60500, 0.70354], [2.46193, 2.94511, 2.03874], [3.25606, 4.03363, 2.36520], [3.90341, 4.80499, 1.38232], [3.75099, 4.49572, 0.05983], [2.93603, 3.39184, -0.33361], [2.80754, 3.19785, -1.63828], [1.97145, 2.36139, 2.80558], [3.38041, 4.29611, 3.40831], [4.51686, 5.64463, 1.67818], [4.22325, 5.07215, -0.72405]]
}

***

{
  "formula": "C33H36N3O4PRhS",
  "method": "ωB97M-V/def2-TZVPD",
  "e_homo_ev": [-10.645, -10.645],
  "orbital_gap_ev": [7.5, 7.5],
  "de_lowest_kj_mol": 0.0,
  "charge": 1,
  "elements": ["Rh", "C", "C", "N", "C", "C", "C", "S", "N", "C", "O", "C", "C", "C", "C", "C", "C", "H", "H", "H", "H", "H", "H", "H", "H", "H", "H", "H", "H", "H", "H", "H", "O", "C", "O", "H", "C", "C", "C", "C", "C", "C", "P", "C", "C", "C", "C", "C", "C", "C", "C", "C", "C", "C", "C", "H", "H", "H", "H", "H", "H", "H", "H", "H", "H", "H", "H", "H", "H", "H", "N", "C", "H", "C", "O", "H", "H", "H", "H"],
  "xyz": [[-0.23924, 1.04747, -0.31100], [0.62415, 6.01901, 2.06785], [-0.55606, 5.09907, 1.80492], [-0.48045, 3.86132, 2.58354], [-1.12376, 3.89215, 3.90409], [-2.57461, 3.44828, 3.82092], [0.05567, 2.74091, 2.13395], [0.91110, 2.74666, 0.60055], [0.02974, 1.67389, 2.93019], [0.18930, 0.43257, 2.51796], [0.00659, -0.02661, 1.34613], [0.56940, -0.57850, 3.53832], [0.71808, -1.91130, 3.16777], [1.09631, -2.85664, 4.10566], [1.32991, -2.47450, 5.42009], [1.18331, -1.14589, 5.79399], [0.80402, -0.19870, 4.85820], [0.54961, 6.91331, 1.44926], [1.56372, 5.51923, 1.82913], [0.66311, 6.33466, 3.11077], [-0.62635, 4.83382, 0.75257], [-1.49567, 5.57591, 2.08631], [-1.03842, 4.91693, 4.26637], [-0.55567, 3.24793, 4.57080], [-3.14039, 4.07573, 3.13112], [-3.04403, 3.51200, 4.80229], [-2.63389, 2.41924, 3.46914], [0.52678, -2.19493, 2.14298], [1.20900, -3.89288, 3.81339], [1.62700, -3.21271, 6.15350], [1.36463, -0.84879, 6.81827], [0.68494, 0.83753, 5.13937], [-2.30071, 0.95795, -1.58594], [-2.74977, 1.67688, -0.66582], [-2.09237, 1.93438, 0.38675], [-3.75833, 2.10644, -0.76243], [3.81765, -4.41597, -3.62000], [4.23647, -3.30272, -2.90983], [3.30332, -2.42153, -2.37970], [1.94534, -2.66314, -2.56112], [1.52768, -3.77789, -3.29011], [2.46186, -4.65310, -3.81303], [0.65801, -1.56998, -1.93348], [-0.32760, -1.00790, -3.32224], [0.24850, -0.06294, -4.16922], [-0.43913, 0.36313, -5.29144], [-1.69923, -0.15034, -5.57048], [-2.27058, -1.09618, -4.73240], [-1.58486, -1.53062, -3.60898], [-0.32678, -2.53052, -0.77588], [-1.58719, -2.08447, -0.37358], [-2.27162, -2.76539, 0.61846], [-1.71057, -3.89019, 1.20862], [-0.45979, -4.33722, 0.80880], [0.24198, -3.65218, -0.17036], [4.54840, -5.09887, -4.03228], [5.29197, -3.11191, -2.77100], [3.64565, -1.54857, -1.84788], [0.47173, -3.96332, -3.45132], [2.13548, -5.51694, -4.37588], [1.22791, 0.34861, -3.95385], [0.00844, 1.09440, -5.95146], [-2.23460, 0.18562, -6.44866], [-3.25098, -1.49707, -4.95046], [-2.03296, -2.27462, -2.96405], [-2.03653, -1.20926, -0.83126], [-3.24619, -2.41521, 0.93094], [-2.24810, -4.41825, 1.98499], [-0.02500, -5.21764, 1.26294], [1.21712, -4.00711, -0.47781], [2.39496, 0.02191, -0.43247], [1.32024, 0.02013, -1.03952], [3.08891, -0.60669, -0.06222], [-0.87857, 3.13276, -2.83961], [0.06253, 2.30710, -2.12642], [-0.37606, 3.58449, -3.69441], [-1.27598, 3.91128, -2.18547], [-1.67879, 2.48482, -3.17367], [0.81036, 2.86167, -1.87422]]
}

***

Which max |F| belongs to each record? In order, 1.89, 1.11, 2.04 eV/A.